Computed, not measured: a single C5H13NS molecule in a non-equilibrium geometry, with ωB97M-V/def2-TZVPD.

Computed properties:
multiplicity: 1
structure (SMILES): C=[S@@H](=N)CC(C)C
Kohn-Sham gap: 0.324 Ha

Element x y z (Å)
C (-2.417, 1.463, -0.827)
S (-1.807, 0.352, 0.275)
N (-2.425, -1.206, 0.171)
C (-0.030, 0.373, 0.921)
C (0.958, -0.035, -0.158)
C (2.372, 0.403, 0.223)
C (0.899, -1.545, -0.370)
H (-2.328, 1.077, -1.837)
H (-1.919, 2.417, -0.705)
H (-2.320, 0.760, 1.484)
H (-2.599, -1.392, -0.807)
H (0.115, 1.403, 1.243)
H (-0.010, -0.302, 1.772)
H (0.674, 0.470, -1.091)
H (2.430, 1.484, 0.340)
H (3.079, 0.105, -0.546)
H (2.669, -0.063, 1.160)
H (1.507, -1.839, -1.224)
H (1.276, -2.059, 0.513)
H (-0.126, -1.866, -0.537)

Atoms 1-2, force components in eV/Å:
C 0.908 -0.314 0.279
S -2.100 -2.782 0.612


Computed, not measured: a single C5H13NS molecule in a non-equilibrium geometry, with ωB97M-V/def2-TZVPD.

Computed properties:
multiplicity: 1
structure (SMILES): CN[C@H](C)CCS
Kohn-Sham gap: 0.337 Ha

Element x y z (Å)
C (-2.213, -0.641, 1.410)
N (-1.609, 0.391, 0.469)
C (-0.266, 0.982, 0.817)
C (-0.445, 2.558, 1.089)
C (0.916, 0.819, -0.221)
C (1.571, -0.597, -0.183)
S (1.028, -1.658, -1.758)
H (-1.699, -0.241, 2.353)
H (-1.636, -1.600, 1.368)
H (-3.324, -0.640, 1.302)
H (-1.680, 0.190, -0.525)
H (0.120, 0.388, 1.668)
H (0.347, 2.907, 1.652)
H (-1.451, 2.733, 1.525)
H (-0.372, 2.966, -0.051)
H (1.638, 1.677, 0.001)
H (0.606, 1.342, -1.119)
H (1.346, -1.054, 0.675)
H (2.673, -0.639, -0.352)
H (0.863, -2.966, -1.128)

Atoms 1-2, force components in eV/Å:
C 3.367 1.804 0.054
N 0.368 -0.115 -0.245


Computed, not measured: a single C5H13NS molecule in a non-equilibrium geometry, with ωB97M-V/def2-TZVPD.

Computed properties:
multiplicity: 1
structure (SMILES): CSCC[C@@H](C)N
Kohn-Sham gap: 0.350 Ha

Element x y z (Å)
C (-1.984, -2.146, -0.464)
S (-0.228, -1.839, 0.046)
C (-0.497, -0.369, 1.055)
C (-0.526, 0.959, 0.278)
C (0.842, 1.307, -0.428)
C (0.830, 2.755, -0.865)
N (1.937, 1.121, 0.525)
H (-1.979, -3.184, -0.777)
H (-2.601, -2.009, 0.417)
H (-2.299, -1.507, -1.285)
H (0.333, -0.208, 1.740)
H (-1.419, -0.474, 1.621)
H (-1.288, 1.038, -0.496)
H (-0.622, 1.780, 0.995)
H (0.871, 0.599, -1.269)
H (0.032, 3.005, -1.561)
H (0.758, 3.394, 0.022)
H (1.803, 3.033, -1.277)
H (2.026, 0.136, 0.701)
H (2.783, 1.464, 0.105)

Atoms 1-2, force components in eV/Å:
C 1.201 0.032 0.213
S -0.742 -0.090 -0.065


Computed, not measured: a single C5H13NS molecule in a non-equilibrium geometry, with ωB97M-V/def2-TZVPD.

Computed properties:
multiplicity: 1
structure (SMILES): CN[C@@H](C)CCS
Kohn-Sham gap: 0.363 Ha

Element x y z (Å)
C (-2.605, 2.182, 0.438)
N (-2.133, 0.791, 0.303)
C (-0.668, 0.684, 0.333)
C (-0.202, 0.806, 1.837)
C (-0.182, -0.586, -0.311)
C (1.266, -0.387, -0.887)
S (2.225, -1.907, -0.925)
H (-2.687, 2.406, 1.496)
H (-1.792, 2.873, 0.151)
H (-3.493, 2.398, -0.141)
H (-2.378, 0.385, -0.593)
H (-0.223, 1.549, -0.183)
H (-0.764, 1.624, 2.264)
H (-0.578, -0.137, 2.246)
H (0.877, 0.719, 1.922)
H (-0.115, -1.425, 0.391)
H (-0.851, -0.996, -1.077)
H (1.098, -0.029, -1.902)
H (1.746, 0.383, -0.297)
H (3.042, -1.581, 0.108)

Atoms 1-2, force components in eV/Å:
C 1.565 -0.273 0.224
N 0.266 -0.109 -0.599


Computed, not measured: a molecular structure, C5H13NS in a non-equilibrium geometry, with ωB97M-V/def2-TZVPD.

Computed properties:
multiplicity: 1
Kohn-Sham gap: 0.256 Ha

Element x y z (Å)
C (-1.823, -1.721, 0.276)
C (-1.539, -0.763, 1.431)
S (-1.770, 0.985, 0.919)
H (-2.808, -1.469, -0.132)
H (-1.787, -2.772, 0.588)
H (-1.123, -1.505, -0.532)
H (-0.546, -0.943, 1.872)
H (-2.298, -0.959, 2.218)
C (2.521, 0.644, 0.538)
C (1.426, 0.177, -0.396)
C (0.625, 1.071, -1.102)
N (-0.424, 0.736, -1.976)
H (2.710, 1.722, 0.414)
H (2.329, 0.370, 1.579)
H (3.461, 0.184, 0.253)
H (1.610, -0.808, -0.843)
H (0.941, 2.108, -1.202)
H (-1.280, 0.843, -1.403)
H (0.234, 0.685, 0.226)
H (-0.459, 1.414, -2.729)

Atoms 1-2, force components in eV/Å:
C 0.016 0.496 0.014
C -0.953 -0.138 0.382


Computed, not measured: 2 unconnected molecules or ions with the total composition C5H13O2 in a non-equilibrium geometry, with ωB97M-V/def2-TZVPD.

Computed properties:
multiplicity: 1
net charge: -1
Kohn-Sham gap: 0.248 Ha

Element x y z (Å)
C (-1.803, 0.943, -0.007)
O (-1.044, 1.708, -0.896)
C (-0.973, -0.098, 0.880)
C (0.402, -0.484, 0.339)
C (1.024, -1.677, 1.035)
C (0.234, -0.902, -1.193)
H (-2.538, 0.354, -0.561)
H (-2.276, 1.510, 0.825)
H (-0.784, 0.259, 1.977)
H (-1.687, -0.990, 0.975)
H (0.983, 0.354, 0.398)
H (2.077, -1.878, 0.765)
H (0.494, -2.580, 0.977)
H (1.041, -1.533, 2.195)
H (-0.540, -1.761, -1.325)
H (-0.013, -0.011, -1.748)
H (1.322, -1.241, -1.505)
H (2.147, 2.662, -1.187)
H (0.622, 2.349, -1.020)
O (1.312, 3.016, -0.923)

Atoms 1-2, force components in eV/Å:
C 2.410 0.715 -0.071
O -0.675 -0.534 1.078


Computed, not measured: a single C5H13OP molecule in a non-equilibrium geometry, with ωB97M-V/def2-TZVPD.

Computed properties:
multiplicity: 1
structure (SMILES): CC(C)P(C)CO
Kohn-Sham gap: 0.333 Ha

Element x y z (Å)
C (-0.475, 2.178, 0.546)
C (0.287, 0.961, -0.013)
C (1.121, 1.214, -1.281)
P (-1.026, -0.393, -0.367)
C (0.038, -1.721, -1.129)
C (-0.995, -1.342, 1.561)
O (0.159, -2.028, 1.644)
H (-0.319, 3.058, -0.057)
H (-1.533, 2.047, 0.653)
H (-0.115, 2.420, 1.561)
H (0.829, 0.452, 0.746)
H (0.373, 1.315, -2.077)
H (1.805, 0.434, -1.535)
H (1.669, 2.036, -1.106)
H (0.121, -1.520, -2.300)
H (-0.463, -2.628, -0.912)
H (1.134, -1.449, -0.745)
H (-1.987, -1.796, 1.667)
H (-0.902, -0.553, 2.206)
H (0.280, -2.688, 0.939)

Atoms 1-2, force components in eV/Å:
C 1.206 0.038 0.762
C -1.620 -1.309 -0.685


Computed, not measured: 2 unconnected molecules or ions with the total composition C5H13OS in a non-equilibrium geometry, with ωB97M-V/def2-TZVPD.

Computed properties:
multiplicity: 1
net charge: -1
Kohn-Sham gap: 0.214 Ha

Element x y z (Å)
C (-0.957, 0.108, 2.335)
O (-1.155, 1.119, 1.457)
C (-1.554, -1.232, 1.846)
C (-2.992, -1.059, 1.369)
H (-1.424, 0.346, 3.323)
H (0.130, -0.090, 2.603)
H (-1.511, -2.030, 2.599)
H (-0.988, -1.506, 0.933)
H (-3.383, -1.976, 0.916)
H (-3.026, -0.318, 0.572)
H (-3.628, -0.694, 2.188)
C (0.273, 0.918, -0.918)
C (1.462, -0.041, -1.031)
S (2.464, 0.194, -2.541)
H (-0.544, 0.679, -1.602)
H (0.585, 1.962, -1.004)
H (-0.182, 0.875, 0.159)
H (2.141, 0.154, -0.208)
H (1.018, -1.037, -1.039)
H (3.571, -0.421, -2.061)

Atoms 1-2, force components in eV/Å:
C -0.068 0.311 0.264
O 0.132 -0.171 0.352


Computed, not measured: 2 unconnected molecules or ions with the total composition C5H14 in a non-equilibrium geometry, with ωB97M-V/def2-TZVPD.

Computed properties:
<S²>: 0.7503
multiplicity: 2
net charge: -1
Kohn-Sham gap (spin up / spin down): 0.104 / 0.419 Ha

Element x y z (Å)
C (2.460, 1.816, -0.111)
C (1.871, 2.781, 0.910)
H (2.214, 0.834, 0.197)
H (1.783, 1.982, -0.985)
H (3.483, 1.971, -0.375)
H (2.593, 2.839, 1.783)
H (0.824, 2.583, 1.168)
H (1.996, 3.804, 0.612)
C (-1.568, -2.227, -0.568)
C (-1.082, -2.053, 0.809)
C (-2.184, -1.003, -1.153)
H (-2.062, -3.108, -0.931)
H (-0.612, -2.359, -1.038)
H (-1.822, -1.566, 1.439)
H (-0.805, -2.980, 1.336)
H (-2.178, -0.264, -0.411)
H (-3.231, -1.014, -1.540)
H (-0.148, -1.387, 0.794)
H (-1.534, -0.648, -1.937)

Atoms 1-2, force components in eV/Å:
C -2.676 1.299 -0.915
C 2.176 0.377 1.480


Computed, not measured: 2 unconnected molecules or ions with the total composition C5H14 in a non-equilibrium geometry, with ωB97M-V/def2-TZVPD.

Computed properties:
<S²>: 0.7504
multiplicity: 2
net charge: -1
Kohn-Sham gap (spin up / spin down): 0.101 / 0.426 Ha

Element x y z (Å)
C (-1.937, 1.101, -0.194)
C (-3.416, 0.848, -0.520)
H (-1.590, 2.076, -0.270)
H (-1.661, 0.528, 0.862)
H (-1.275, 0.567, -0.802)
H (-3.524, 0.552, -1.496)
H (-3.827, 0.111, 0.099)
H (-3.984, 1.723, -0.115)
C (2.134, -0.809, -0.176)
C (1.307, -1.819, 0.511)
C (2.128, 0.586, 0.317)
H (3.180, -1.007, -0.187)
H (1.764, -0.875, -1.267)
H (1.771, -2.733, 0.301)
H (3.036, 1.118, 0.394)
H (0.254, -1.820, 0.087)
H (1.297, -1.570, 1.631)
H (1.317, 1.107, -0.285)
H (1.942, 0.779, 1.416)

Atoms 1-2, force components in eV/Å:
C -0.539 -3.379 3.291
C 0.966 2.417 2.652


Computed, not measured: 2 unconnected molecules or ions with the total composition C5H14 in a non-equilibrium geometry, with ωB97M-V/def2-TZVPD.

Computed properties:
multiplicity: 1
structure (SMILES): CCC.CC
Kohn-Sham gap: 0.456 Ha

Element x y z (Å)
C (0.374, 2.821, -0.630)
C (-0.304, 1.782, 0.230)
C (-1.365, 0.927, -0.516)
H (-0.337, 3.324, -1.298)
H (1.145, 2.430, -1.295)
H (0.794, 3.659, -0.068)
H (0.408, 1.092, 0.686)
H (-0.804, 2.260, 1.046)
H (-1.131, -0.130, -0.376)
H (-2.350, 1.106, -0.099)
H (-1.273, 1.045, -1.591)
C (1.343, -2.762, 0.700)
C (-0.097, -2.542, 0.284)
H (1.442, -3.646, 1.320)
H (1.984, -2.955, -0.166)
H (1.766, -1.870, 1.160)
H (-0.244, -2.158, -0.718)
H (-0.686, -1.989, 1.011)
H (-0.707, -3.449, 0.295)

Atoms 1-2, force components in eV/Å:
C -0.080 0.892 -0.613
C -0.299 -0.776 -0.352


Computed, not measured: 2 unconnected molecules or ions with the total composition C5H14, with ωB97M-V/def2-TZVPD.

Computed properties:
multiplicity: 1
structure (SMILES): CCC.CC
Kohn-Sham gap: 0.463 Ha

Element x y z (Å)
C (-1.738, 0.627, -1.550)
C (-1.553, 0.509, -0.041)
C (-1.962, 1.793, 0.676)
H (-1.164, 1.466, -1.952)
H (-1.443, -0.279, -2.086)
H (-2.799, 0.796, -1.744)
H (-2.167, -0.317, 0.316)
H (-0.521, 0.307, 0.238)
H (-2.968, 2.118, 0.415)
H (-2.019, 1.639, 1.758)
H (-1.273, 2.612, 0.473)
C (3.203, -1.085, 0.481)
C (1.847, -1.776, 0.453)
H (3.897, -1.439, -0.286)
H (3.120, -0.010, 0.314)
H (3.654, -1.178, 1.471)
H (1.022, -1.124, 0.740)
H (1.856, -2.655, 1.101)
H (1.582, -2.177, -0.525)

Atoms 1-2, force components in eV/Å:
C 0.061 -0.113 0.097
C -0.184 0.414 -0.006